The following is a quantum chemistry calculation of a 7-piece molecular cluster, C21H32Br2O18P overall at a distorted geometry, from OMol25.

- maximum force (eV Å⁻¹) = 3.25
- E_LUMO (eV) = 1.759
- total charge = -1

Atoms and positions in Å:
C -1.1307 4.6330 -2.9492
C -0.8468 3.2180 -3.5649
Br -2.4326 1.9945 -3.7304
C 0.3775 2.7277 -3.9974
P 1.9871 3.8015 -3.8581
Br 0.5241 0.8771 -4.7436
H -0.5631 5.4658 -3.4691
H -0.8288 4.6746 -1.8587
H -2.2249 4.8706 -3.0652
H 2.5027 3.2550 -5.1053
H 1.2716 4.8776 -4.5391
H 1.5009 4.2881 -2.5842
H 2.5929 2.6859 -3.1286
H 3.1865 4.6164 -3.7361
C 1.4796 -0.5403 -0.0873
C 2.2602 -0.5206 -1.3673
O 2.9934 0.6960 -1.2699
C 3.0981 1.0010 0.0473
O 3.7935 1.8654 0.4885
O 2.3084 0.1917 0.8076
H 1.3106 -1.5530 0.2819
H 0.5174 -0.0287 -0.1762
H 2.9660 -1.3543 -1.4422
H 1.6158 -0.5236 -2.2468
C -1.6092 -3.4437 -7.4852
C -1.8732 -1.9672 -7.4223
O -1.1881 -1.5692 -6.2422
C -0.2137 -2.4907 -6.0125
O 0.6513 -2.3748 -5.2009
O -0.3528 -3.5695 -6.8338
H -1.5549 -3.8164 -8.5084
H -2.3533 -4.0260 -6.9341
H -1.4501 -1.4287 -8.2750
H -2.9360 -1.7362 -7.3498
C 3.6298 -4.2261 3.5183
C 3.4481 -3.4239 2.2646
O 2.2209 -3.9174 1.7409
C 1.5241 -4.4410 2.7816
O 0.3839 -4.7897 2.7212
O 2.2897 -4.5161 3.9025
H 4.1481 -3.6706 4.2995
H 4.1591 -5.1667 3.3416
H 3.3423 -2.3541 2.4647
H 4.2603 -3.5721 1.5533
C -2.4901 3.2162 2.6306
C -3.1436 4.2542 1.7666
O -2.2518 4.3567 0.6634
C -1.5615 3.1846 0.5901
O -0.8547 2.8778 -0.3155
O -1.7861 2.4126 1.6886
H -3.2132 2.6190 3.1856
H -1.7747 3.6465 3.3310
H -4.1248 3.9380 1.4005
H -3.2476 5.2138 2.2736
C -1.1955 -7.4010 2.7574
C -1.0434 -7.9153 1.3567
O -1.7193 -9.1693 1.4039
C -2.6104 -9.1096 2.4290
O -3.4514 -9.9297 2.6376
O -2.4198 -7.9965 3.1830
H -1.2556 -6.3164 2.7985
H -0.3910 -7.7373 3.4173
H -1.5354 -7.2751 0.6196
H 0.0000 -8.0461 1.0705
C 0.2420 6.3003 5.1896
C -0.1472 6.4655 6.6301
O -1.5140 6.0652 6.6378
C -1.7002 5.2482 5.5682
O -2.6865 4.6064 5.3734
O -0.6178 5.2552 4.7484
H 1.2881 6.0206 5.0677
H 0.0429 7.1963 4.5958
H 0.4179 5.8065 7.2951
H -0.0411 7.4934 6.9766

The following is a quantum chemistry calculation of C2H9NO2 as an isolated structure at a distorted geometry, from OMol25.

- energy relative to the best compared isomer or geometry (same formula, charge and spin) (kJ/mol) = 749.61
- maximum force (eV Å⁻¹) = 2.43
- E_LUMO (eV) = -4.605

Atoms and positions in Å:
C 2.1210 1.6683 -0.6991
O 0.9243 1.7774 -1.2728
C -1.1862 -0.1368 -0.4657
N -1.8631 -1.1575 0.2058
H 2.6626 0.7201 -0.9171
H 2.8127 2.4784 -0.9948
H 2.1398 1.8068 0.4267
H -0.1573 -0.4784 -0.6231
H -1.0710 0.8013 0.0900
H -2.7596 -0.9443 0.6436
H -1.6293 0.1915 -1.4126
H -0.5576 -2.9491 2.1339
H -1.1259 -1.7129 1.0758
O -0.3102 -2.0648 1.8094

The following is a quantum chemistry calculation of C10H30HfNO10S as an isolated structure at a distorted geometry, from OMol25.

- energy relative to the best compared isomer or geometry (same formula, charge and spin) (kJ/mol) = 0.00
- maximum force (eV Å⁻¹) = 7.42
- E_LUMO (eV) = 0.417
- total charge = -1

Atoms and positions in Å:
Hf -3.5523 0.1732 1.4729
S -4.8442 3.3039 2.3565
O -5.8873 2.4360 2.9611
O -3.9415 2.2982 1.6878
O -5.4918 4.2247 1.4582
O -4.1566 4.0578 3.4151
C 0.3242 -2.3639 2.7277
C -0.5377 -1.1565 3.1359
C 0.2530 0.1784 2.8814
O -1.8311 -1.1186 2.5954
H 1.3819 -2.0740 2.7208
H 0.3016 -2.6982 1.6879
H 0.3346 -3.2244 3.3964
H -0.6268 -1.1494 4.2273
H -0.2838 1.0281 3.3011
H 0.4475 0.3223 1.8184
H 1.2650 0.1689 3.2920
C -3.3364 -2.5145 -2.4055
C -2.7668 -2.2302 -1.0034
C -1.3295 -1.8025 -1.0870
O -3.6392 -1.6428 -0.0944
H -2.5240 -2.8551 -3.0549
H -3.5547 -1.5748 -2.9238
H -4.1374 -3.2350 -2.5561
H -2.6153 -3.2371 -0.5792
H -0.6926 -2.4204 -1.7175
H -0.7958 -1.7575 -0.1330
H -1.3088 -0.7538 -1.4110
O -1.8210 1.0575 0.3437
H -1.1173 0.4424 0.0955
C 2.3198 -0.6548 -0.1603
C 3.1324 -0.2398 -1.3772
C 3.9121 1.0967 -1.1238
O 4.4088 1.7295 -2.2765
C 5.4302 1.0841 -2.9987
N 4.0294 -1.3766 -1.6349
H 3.0479 -0.8577 0.6265
H 1.8094 -1.5449 -0.5260
H 1.6891 0.1659 0.1767
H 2.4585 -0.1081 -2.2302
H 4.6870 0.9114 -0.3717
H 3.2164 1.8326 -0.7182
H 5.7611 1.7226 -3.8211
H 4.9893 0.1791 -3.4039
H 6.4129 0.9017 -2.5508
H 3.4759 -2.2108 -1.8370
H 4.2908 -1.2728 -2.6123
O -1.8329 2.3558 -2.0597
H -1.6871 1.7516 -1.3121
H -2.4909 2.9784 -1.7372
O -0.8107 3.4900 0.8255
H -1.0353 2.5427 0.7422
H -0.7301 3.6404 1.7717

The following is a quantum chemistry calculation of C40H74AsBMgN4O3Si5 as an isolated structure at a distorted geometry, from OMol25.

- energy relative to the best compared isomer or geometry (same formula, charge and spin) (kJ/mol) = 215.07
- maximum force (eV Å⁻¹) = 1.02
- E_LUMO (eV) = 0.475

Atoms and positions in Å:
Mg 1.4884 1.0067 0.1941
C 0.7426 4.4791 -2.7716
Si 1.8906 3.5076 -1.6209
C 3.5352 4.4089 -1.6995
C 2.0418 1.8989 -2.6203
C 1.1505 3.2636 0.1007
C -0.1113 4.0866 0.1251
C -0.0281 5.4989 0.1459
C -1.1591 6.2773 0.1929
C -2.4021 5.6507 0.1937
C -2.4073 4.2766 0.1442
N -1.3120 3.5087 0.1209
Si 2.0367 3.7190 1.6953
C 3.0751 2.3715 2.5230
C 0.7142 4.0095 3.0116
C 3.1345 5.2479 1.6989
H 1.3372 4.9011 -3.5869
H 0.1998 5.2968 -2.3000
H 0.0011 3.8085 -3.2174
H 3.9768 4.2954 -2.6940
H 4.2387 4.0207 -0.9624
H 3.3954 5.4785 -1.5152
H 2.1149 2.1604 -3.6797
H 1.1432 1.2740 -2.5147
H 2.9114 1.2951 -2.3650
H 0.9501 5.9620 0.1088
H -1.0831 7.3578 0.2153
H -3.3261 6.2117 0.2311
H -3.3513 3.7394 0.1275
H 2.5232 1.4334 2.6604
H 3.3322 2.7384 3.5208
H 3.9972 2.1424 1.9892
H 0.0905 3.1156 3.1207
H 0.0525 4.8466 2.7801
H 1.1832 4.2109 3.9788
H 3.8845 5.2230 0.9057
H 3.6595 5.3192 2.6555
H 2.5492 6.1624 1.5768
C -6.4707 -5.5209 -0.7028
C -5.0148 -5.9068 -0.7028
C -4.4394 -6.5693 -1.7831
C -3.0878 -6.8736 -1.8097
C -2.2695 -6.5313 -0.7382
N -0.8961 -6.8465 -0.7962
C 0.1717 -6.1873 -0.2229
O 1.2343 -6.7411 -0.0260
N -0.0815 -4.8618 0.0281
C 0.7920 -3.9413 0.6276
C 1.8202 -4.2797 1.5000
C 2.5627 -3.2534 2.0598
C 2.2764 -1.9385 1.7322
N 1.3015 -1.6170 0.8829
C 0.5830 -2.5981 0.3540
C -2.8423 -5.9172 0.3724
C -4.1922 -5.6003 0.3760
H -7.0440 -6.1426 -1.3896
H -6.5967 -4.4810 -1.0130
H -6.9050 -5.6201 0.2923
H -5.0567 -6.8441 -2.6306
H -2.6597 -7.3722 -2.6714
H -0.6296 -7.7219 -1.2166
H -0.9056 -4.4699 -0.4013
H 2.0350 -5.3140 1.7176
H 3.3688 -3.4770 2.7455
H 2.8519 -1.1220 2.1377
H -0.1971 -2.2966 -0.3407
H -2.2352 -5.7109 1.2454
H -4.6156 -5.1142 1.2483
C -2.2091 -2.9734 1.5377
Si -3.0077 -2.0705 0.0841
C -4.8747 -2.3087 0.2699
C -2.6352 -3.0248 -1.5055
As -2.0242 0.1087 0.0136
Si -3.0687 0.7207 -2.0422
C -3.1649 2.4923 -2.6425
C -4.8203 0.0662 -2.2209
C -1.9341 -0.1691 -3.2541
Si -2.8455 0.7171 2.1827
C -3.1277 2.4762 2.7625
C -1.4420 0.0313 3.2470
C -4.4666 -0.1200 2.6370
H -2.2036 -4.0548 1.3632
H -2.7722 -2.7932 2.4555
H -1.1813 -2.6497 1.7154
H -5.1815 -3.1041 -0.4144
H -5.4604 -1.4230 0.0300
H -5.1353 -2.6094 1.2851
H -2.8066 -4.0905 -1.3164
H -1.6337 -2.8873 -1.9193
H -3.3423 -2.7275 -2.2834
H -4.0673 2.9926 -2.2866
H -3.2073 2.4441 -3.7339
H -2.3080 3.1000 -2.3622
H -5.4536 0.4060 -1.3977
H -4.8714 -1.0222 -2.2532
H -5.2446 0.4566 -3.1498
H -0.8894 -0.0695 -2.9491
H -2.0322 0.2629 -4.2528
H -2.1552 -1.2338 -3.3226
H -2.3653 3.1855 2.4569
H -3.1224 2.4233 3.8553
H -4.1013 2.8565 2.4457
H -0.5021 0.0010 2.6902
H -1.6472 -0.9862 3.5863
H -1.2908 0.6592 4.1281
H -5.2221 0.0290 1.8630
H -4.8363 0.3393 3.5573
H -4.3731 -1.1917 2.8079
C 5.9376 1.2416 -2.1496
C 5.7361 1.2877 -0.6402
C 6.6273 2.3638 -0.0432
O 4.3583 1.6558 -0.4076
B 3.6079 0.5454 -0.0075
O 4.4649 -0.5315 0.1554
C 5.8405 -0.1135 0.0477
C 6.5929 -1.1600 -0.7569
C 6.3956 -0.0624 1.4668
H 5.6880 2.2191 -2.5647
H 5.2837 0.5023 -2.6141
H 6.9715 1.0089 -2.4077
H 6.4221 3.3149 -0.5372
H 7.6798 2.1184 -0.2031
H 6.4575 2.4937 1.0245
H 6.1149 -1.3473 -1.7161
H 6.6158 -2.0973 -0.1998
H 7.6229 -0.8413 -0.9322
H 5.8145 0.6197 2.0898
H 7.4409 0.2491 1.4801
H 6.3269 -1.0600 1.9032

The following is a quantum chemistry calculation of a 2-piece molecular cluster, C4H12OS2 overall at a distorted geometry, from OMol25.

- energy relative to the best compared isomer or geometry (same formula, charge and spin) (kJ/mol) = 86.88
- maximum force (eV Å⁻¹) = 2.40
- E_LUMO (eV) = 0.733
- structure (SMILES) = CCSCSC.O

Atoms and positions in Å:
S 0.4528 -0.8188 2.7444
S 0.8654 0.5381 -0.1014
C 2.2428 -0.9941 3.0895
C 0.3861 0.7277 1.7182
C -0.4639 -0.2438 -2.1787
C -0.6668 -0.1918 -0.6743
H 2.6247 -0.1454 3.6815
H 2.7978 -1.0368 2.1372
H 2.4312 -1.9260 3.6486
H -0.6396 1.1337 1.8115
H 1.0808 1.4611 2.1710
H -0.2200 0.6940 -2.7057
H -1.4125 -0.6371 -2.5813
H 0.3346 -0.9779 -2.3792
H -0.8016 -1.2222 -0.2928
H -1.5819 0.3805 -0.4284
O -2.8231 0.8948 -3.1545
H -2.5157 1.7379 -2.7506
H -2.0912 0.6262 -3.7549

The following is a quantum chemistry calculation of a 5-piece molecular cluster, C41H95N9P overall at a distorted geometry, from OMol25.

- maximum force (eV Å⁻¹) = 5.90
- E_LUMO (eV) = -2.648
- total charge = +1

Atoms and positions in Å:
C -3.9838 -3.3200 1.1994
C -4.2261 -2.0264 0.6697
N -3.3527 -1.5984 -0.4262
C -3.8588 -1.8434 -1.7394
P -5.4539 -2.6235 -2.3459
C -6.9290 -2.2370 -1.2296
C -5.9297 -1.9765 -4.0693
N -2.8489 -1.3936 -2.6957
C -1.8264 -0.9086 -1.8035
N -0.7107 -0.4290 -2.3557
C 0.5094 0.1016 -1.7119
C 0.5123 1.7285 -1.7328
C 1.9387 2.2917 -2.2229
C 2.5448 3.4499 -1.2932
C 3.8683 2.9263 -0.5165
C 3.4961 2.3423 0.9553
N -2.1057 -0.9933 -0.4115
C -1.4156 -0.6131 0.8331
C -1.4237 0.9905 1.1102
C -1.9892 1.2483 2.6090
C -0.9563 0.6210 3.6919
C -1.2149 1.1961 5.1730
N -0.2612 0.5284 6.1297
H -4.6833 -3.8506 1.9109
H -3.0624 -3.8873 0.8445
H -5.0968 -1.4197 1.0905
H -6.6657 -1.4676 -0.4219
H -7.8503 -1.8557 -1.7786
H -7.1691 -3.2014 -0.6584
H -5.2562 -2.4517 -4.8684
H -6.9932 -2.3075 -4.3467
H -5.8242 -0.8339 -4.1100
H -0.6946 -0.4450 -3.3891
H 1.3784 -0.1762 -2.4146
H 0.7868 -0.3387 -0.7106
H -0.2349 2.0140 -2.5578
H 0.1430 2.1903 -0.7683
H 1.8590 2.7249 -3.2821
H 2.7430 1.4718 -2.2785
H 1.8087 3.9125 -0.5634
H 2.9300 4.2724 -1.9987
H 4.6377 3.7699 -0.3854
H 4.4142 2.1080 -1.0999
H 4.3921 2.4473 1.6442
H 2.6071 2.9531 1.3258
H 3.2581 1.2341 0.8761
H -1.9606 -1.0425 1.7514
H -0.3577 -1.0514 0.9251
H -0.3483 1.3501 1.1305
H -2.1016 1.5492 0.3925
H -2.1007 2.3742 2.8097
H -2.9807 0.7161 2.7931
H 0.1040 0.9314 3.4174
H -1.0022 -0.5295 3.6829
H -1.0418 2.3306 5.2182
H -2.3019 0.9951 5.4852
H -0.4569 -0.4865 6.0677
H -0.4967 0.8811 7.0700
C 0.4538 -4.7765 6.2658
C 0.1743 -4.3421 4.8322
N 1.3751 -4.2523 4.0100
C 1.1665 -3.5360 2.7581
C 0.1981 -4.1427 1.7443
C 2.1835 -5.4634 3.9137
C 1.5036 -6.7361 3.4111
H 1.2139 -4.1429 6.7288
H -0.4587 -4.6951 6.8623
H 0.7871 -5.8157 6.3190
H -0.2895 -3.3503 4.8852
H -0.5728 -5.0149 4.3922
H 2.1341 -3.3750 2.2694
H 0.8091 -2.5277 3.0045
H 0.6192 -5.0218 1.2572
H -0.0095 -3.4119 0.9551
H -0.7594 -4.4145 2.1952
H 2.5998 -5.6733 4.9045
H 3.0627 -5.2645 3.2918
H 0.5528 -6.9288 3.9131
H 2.1503 -7.5963 3.6078
H 1.3309 -6.7097 2.3351
C -0.5003 -0.4495 11.8236
C 0.3297 -1.6810 12.1668
N -0.0748 -2.8742 11.4324
C 0.4808 -4.1093 11.9786
C 1.9979 -4.2812 11.9439
C -0.0618 -2.7705 9.9787
C 1.2482 -2.3653 9.3040
H -1.5687 -0.6500 11.9354
H -0.2414 0.3713 12.4971
H -0.3155 -0.1053 10.8027
H 0.1962 -1.8666 13.2376
H 1.3921 -1.4506 12.0184
H 0.0164 -4.9659 11.4769
H 0.1562 -4.1904 13.0225
H 2.3605 -4.4751 10.9342
H 2.2825 -5.1437 12.5536
H 2.5235 -3.4126 12.3460
H -0.8301 -2.0472 9.6827
H -0.4041 -3.7161 9.5441
H 1.7067 -1.4909 9.7709
H 1.0542 -2.1060 8.2580
H 1.9733 -3.1789 9.2993
C 3.0569 7.6803 -5.1083
C 2.3246 6.3443 -5.0652
N 0.8874 6.4649 -5.2813
C 0.1437 5.2619 -4.9243
C 0.4254 3.9917 -5.7245
C 0.4729 7.1119 -6.5220
C 0.9807 6.5224 -7.8373
H 2.6043 8.4006 -4.4227
H 4.0987 7.5418 -4.8087
H 3.0603 8.1104 -6.1127
H 2.4950 5.9198 -4.0694
H 2.7895 5.6568 -5.7833
H -0.9303 5.4758 -4.9665
H 0.3414 5.0453 -3.8668
H 0.0060 4.0457 -6.7295
H -0.0452 3.1351 -5.2304
H 1.4939 3.7759 -5.7995
H 0.7867 8.1603 -6.4799
H -0.6206 7.1623 -6.5576
H 2.0567 6.3347 -7.8246
H 0.7877 7.2277 -8.6514
H 0.4677 5.5951 -8.0932
C 0.2155 -1.3755 -10.8286
C 0.8036 0.0245 -10.6948
N -0.0909 0.9667 -10.0320
C 0.3152 2.3610 -10.1867
C 1.6473 2.7827 -9.5699
C -0.5486 0.5925 -8.6993
C 0.5120 0.3027 -7.6373
H -0.7669 -1.3469 -11.3059
H 0.8702 -1.9948 -11.4467
H 0.1173 -1.8705 -9.8590
H 1.0022 0.3845 -11.7096
H 1.7752 -0.0411 -10.1893
H -0.4765 3.0125 -9.7990
H 0.3551 2.5828 -11.2594
H 1.5891 2.8397 -8.4823
H 1.9156 3.7819 -9.9254
H 2.4636 2.1113 -9.8448
H -1.1816 -0.2966 -8.7944
H -1.2272 1.3635 -8.3181
H 1.2913 -0.3728 -7.9968
H 0.0414 -0.1807 -6.7742
H 0.9826 1.2157 -7.2717

The following is a quantum chemistry calculation of one molecule with the formula C5H6FN at a distorted geometry, from OMol25.

- energy relative to the best compared isomer or geometry (same formula, charge and spin) (kJ/mol) = 334.82
- maximum force (eV Å⁻¹) = 4.14
- E_LUMO (spin up / spin down) (eV) = 0.841 / 0.841

Atoms and positions in Å:
C -0.0641 0.6814 -0.1998
C 1.3179 0.8098 -0.7124
C 3.0897 -0.7917 -0.4589
C -0.7584 -0.3209 0.3487
C -2.1856 -0.2002 0.9132
N 2.2170 -0.0352 -0.7397
F -0.1626 -1.5091 0.3769
H -0.5530 1.6101 -0.4957
H 1.5278 1.7820 -1.1991
H 3.4879 -1.5735 -1.0395
H -2.9010 0.4510 0.3994
H -2.3723 0.2423 1.9539
H -2.6432 -1.1460 0.8532

The following is a quantum chemistry calculation of a 2-piece molecular cluster, C5H7N3S2 overall at a distorted geometry, from OMol25.

- energy relative to the best compared isomer or geometry (same formula, charge and spin) (kJ/mol) = 265.99
- maximum force (eV Å⁻¹) = 3.63
- E_LUMO (eV) = 0.666

Atoms and positions in Å:
C -2.5017 -0.2117 0.9171
C -2.7462 0.8396 1.7457
C -0.7368 0.9062 0.3939
C 1.8385 -0.8635 -0.3104
C 1.4331 -0.8150 -1.7774
N -1.3862 -0.1555 0.1111
N 1.9417 0.4650 0.0521
N 1.0017 1.3191 -0.4708
S -1.4673 1.9916 1.5920
S 0.7793 0.8492 -2.0860
H -3.3044 -0.9815 0.8350
H -3.7342 1.1506 2.1117
H 1.0255 -1.3124 0.3241
H 2.8245 -1.2626 -0.0210
H 2.1234 -0.8628 -2.6192
H 0.6632 -1.5596 -1.8093
H 2.2460 0.5031 1.0115